Arrangement 1

The following is a quantum chemistry calculation of one molecule with the formula C3H6N2S2, from the OMol25 dataset.

Each atom is followed by the atoms it is bonded to, with distances in Å.
Atoms and positions in Å:
1 C -1.975 -1.301 0.168  C2 1.471, H4 1.115, H5 1.113, H6 1.062
2 C -1.047 -0.216 -0.183  C1 1.471, N11 1.259, S12 1.704
3 C 2.693 0.275 0.197  H7 1.126, H8 1.143, N10 1.270
4 H -1.608 -1.856 1.062  C1 1.115
5 H -2.884 -0.667 0.273  C1 1.113
6 H -2.199 -2.004 -0.596  C1 1.062
7 H 3.339 -0.354 -0.477  C3 1.126
8 H 3.242 1.026 0.860  C3 1.143
9 H 0.597 2.068 -0.691  S13 1.336
10 N 1.430 0.407 0.246  C3 1.270, S12 1.688
11 N -1.460 0.934 0.117  C2 1.259, S13 1.692
12 S 0.518 -0.669 -0.681  C2 1.704, N10 1.688
13 S -0.645 2.358 -0.296  H9 1.336, N11 1.692

The HOMO-LUMO gap comes out at 8.967 eV. The calculation puts the molar mass at 134.2 g mol⁻¹. The HOMO energy comes out at -8.47 eV. The calculation puts the lowest unoccupied orbital energy at 0.49 eV. Its SMILES is C=NS/C(C)=N\S.

Partial charges, Löwdin, in e:
1. C -0.111
2. C -0.850
3. C -0.161
4. H 0.097
5. H 0.093
6. H 0.059
7. H 0.083
8. H 0.094
9. H -0.182
10. N -0.423
11. N -0.371
12. S 0.948
13. S 0.725

***

Arrangement 2

The following is a quantum chemistry calculation of one molecule with the formula C3H6N2S2, from the OMol25 dataset.

Each atom is followed by the atoms it is bonded to, with distances in Å.
Atoms and positions in Å:
1 C -0.416 0.941 -0.190  C2 1.568, H6 1.118, H7 1.030, N11 1.461
2 C -1.102 -0.383 0.293  C1 1.568, C3 1.544, H8 1.085, S12 1.783
3 C 0.331 -0.954 0.371  C2 1.544, N11 1.348, S13 1.611
4 H 2.550 0.037 -0.869  N10 1.010
5 H 2.649 0.629 0.636  N10 1.034
6 H -0.520 1.783 0.538  C1 1.118
7 H -0.514 1.203 -1.182  C1 1.030
8 H -1.443 -0.360 1.323  C2 1.085
9 H -3.354 -0.486 -0.391  S12 1.359
10 N 2.103 0.689 -0.240  H4 1.010, H5 1.034, N11 1.375
11 N 0.843 0.266 0.115  C1 1.461, C3 1.348, N10 1.375
12 S -2.227 -1.005 -0.944  C2 1.783, H9 1.359
13 S 1.101 -2.359 0.540  C3 1.611

The HOMO-LUMO gap comes out at 9.175 eV. The calculation puts the molar mass at 134.2 g mol⁻¹. The HOMO energy comes out at -8.67 eV. The calculation puts the lowest unoccupied orbital energy at 0.51 eV. Its SMILES is NN1C[C@@H](S)C1=S.

Partial charges, Löwdin, in e:
1. C -0.131
2. C -0.618
3. C -0.881
4. H 0.078
5. H 0.103
6. H 0.129
7. H 0.077
8. H 0.109
9. H -0.121
10. N 0.087
11. N -0.243
12. S 0.759
13. S 0.651

***

Arrangement 3

The following is a quantum chemistry calculation of one molecule with the formula C3H6N2S2, from the OMol25 dataset.

Each atom is followed by the atoms it is bonded to, with distances in Å.
Atoms and positions in Å:
1 C 0.534 1.653 0.319  C2 1.576, H4 1.103, H5 1.101, H6 1.093
2 C 1.251 0.264 0.122  C1 1.576, S12 1.619, S13 1.820
3 C -1.524 -0.604 0.424  H7 1.136, N10 1.285, S13 1.797
4 H 1.313 2.429 0.415  C1 1.103
5 H -0.077 1.810 -0.583  C1 1.101
6 H -0.195 1.667 1.133  C1 1.093
7 H -1.893 -0.971 1.434  C3 1.136
8 H -4.091 0.161 0.540  N11 1.007
9 H -3.909 0.741 -1.139  N11 1.061
10 N -2.228 0.080 -0.405  C3 1.285, N11 1.352
11 N -3.492 0.510 -0.191  H8 1.007, H9 1.061, N10 1.352
12 S 2.824 0.053 -0.199  C2 1.619
13 S 0.134 -1.169 0.023  C2 1.820, C3 1.797

The HOMO-LUMO gap comes out at 8.606 eV. The calculation puts the molar mass at 134.2 g mol⁻¹. The HOMO energy comes out at -8.52 eV. The calculation puts the lowest unoccupied orbital energy at 0.09 eV. Its SMILES is CC(=S)S/C=N/N.

Partial charges, Löwdin, in e:
1. C -0.165
2. C -1.145
3. C -0.529
4. H 0.067
5. H 0.070
6. H 0.062
7. H 0.088
8. H 0.085
9. H 0.125
10. N -0.127
11. N -0.002
12. S 0.629
13. S 0.842

***

Relative energies, kcal/mol: arrangement 1 13.0; arrangement 2 0.0; arrangement 3 3.6.